Here is 8 unconnected molecules or ions with the total composition C37H91BIN3O12S8 in a non-equilibrium geometry from OMol25. Energies are from wB97M-V/def2-TZVPD.

Last column: Löwdin charge in e.
Geometry (Å):
C1 -1.45 5.84 -1.97  -0.098
C2 -1.03 5.13 -0.69  -0.259
C3 0.07 5.86 0.09  -0.201
C4 0.77 4.87 1.03  -0.172
C5 2.17 4.61 0.50  -0.269
N1 2.87 3.46 1.10  -0.417
S1 4.54 3.69 0.86  0.871
C6 2.30 2.15 0.67  -0.247
C7 3.08 1.37 -0.38  -0.165
C8 3.13 1.97 -1.81  -0.136
C9 2.71 0.93 -2.83  -0.190
O1 3.44 -0.27 -2.60  0.019
C10 2.78 -1.42 -2.81  -0.512
C11 1.81 -1.52 -3.95  0.023
O2 3.01 -2.37 -2.10  0.111
C12 2.07 1.30 1.96  -0.238
C13 3.14 0.20 2.16  -0.054
C14 3.01 -1.15 1.49  -0.349
O3 3.97 -1.27 0.43  -0.049
C15 3.34 -2.27 2.51  -0.241
N2 2.34 -2.49 3.52  0.008
O4 0.70 0.91 2.22  -0.137
C16 -0.08 0.34 1.25  -0.677
I1 -0.94 -1.49 2.13  0.989
C17 -1.22 1.26 0.89  -0.229
C18 -2.34 0.70 -0.01  -0.214
C19 -3.74 0.85 0.59  -0.204
C20 -4.33 -0.41 1.23  -0.215
C21 -4.58 -0.37 2.76  -0.292
N3 -3.82 0.58 3.55  -0.007
B1 2.39 2.36 3.15  -0.521
O5 3.68 2.45 3.57  0.097
C22 1.29 3.21 3.89  -0.126
C23 0.84 2.53 5.22  -0.081
H1 -1.77 5.09 -2.67  0.066
H2 -2.29 6.48 -1.78  0.067
H3 -0.63 6.37 -2.43  0.067
H4 -0.59 4.19 -0.99  0.092
H5 -1.86 4.97 -0.03  0.109
H6 0.79 6.22 -0.64  0.097
H7 -0.31 6.70 0.63  0.110
H8 0.23 3.94 1.06  0.079
H9 0.87 5.31 2.01  0.103
H10 2.12 4.57 -0.59  0.106
H11 2.76 5.48 0.74  0.088
H12 5.08 3.21 1.99  -0.113
H13 1.37 2.42 0.19  0.129
H14 4.05 1.07 -0.06  0.090
H15 2.52 0.45 -0.50  0.102
H16 4.17 2.22 -1.99  0.109
H17 2.46 2.81 -1.94  0.105
H18 1.64 0.80 -2.76  0.127
H19 2.94 1.34 -3.81  0.126
H20 0.83 -1.23 -3.59  0.098
H21 1.74 -2.53 -4.29  0.050
H22 2.04 -0.82 -4.74  0.090
H23 3.23 0.04 3.22  0.112
H24 4.08 0.63 1.87  0.126
H25 2.03 -1.41 1.08  0.110
H26 3.68 -2.00 -0.12  0.057
H27 4.26 -1.96 2.99  0.119
H28 3.53 -3.15 1.93  0.113
H29 2.17 -1.68 4.09  0.056
H30 1.48 -2.86 3.14  -0.014
H31 0.43 -0.01 0.37  0.086
H32 -0.85 2.15 0.42  0.085
H33 -1.68 1.59 1.81  0.098
H34 -2.35 1.31 -0.90  0.099
H35 -2.15 -0.31 -0.36  0.084
H36 -4.36 1.08 -0.24  0.093
H37 -3.76 1.72 1.24  0.096
H38 -5.31 -0.55 0.78  0.093
H39 -3.78 -1.29 0.97  0.049
H40 -5.62 -0.19 2.97  0.098
H41 -4.37 -1.35 3.17  0.087
H42 -4.17 1.51 3.47  0.057
H43 -2.83 0.53 3.38  0.006
H44 3.74 3.05 4.33  0.054
H45 0.41 3.26 3.26  0.077
H46 1.61 4.22 4.07  0.081
H47 -0.22 2.64 5.34  0.044
H48 1.07 1.48 5.18  0.073
H49 1.33 3.02 6.05  0.070
C24 -0.36 -5.65 -6.67  -0.290
S2 0.92 -4.45 -6.31  0.807
O6 0.50 -3.15 -6.89  -0.555
C25 2.14 -5.14 -7.43  -0.257
H50 -1.25 -5.38 -6.10  0.055
H51 -0.60 -5.63 -7.74  0.061
H52 -0.02 -6.64 -6.38  -0.007
H53 1.74 -5.14 -8.45  0.058
H54 2.39 -6.15 -7.12  0.056
H55 3.02 -4.51 -7.39  0.051
C26 -1.96 -0.88 -7.88  -0.274
S3 -3.28 0.25 -7.48  0.797
O7 -2.91 0.91 -6.20  -0.570
C27 -4.50 -1.01 -7.10  -0.274
H56 -1.07 -0.30 -8.11  0.051
H57 -1.75 -1.54 -7.03  0.044
H58 -2.24 -1.47 -8.75  0.048
H59 -4.13 -1.65 -6.30  0.057
H60 -4.69 -1.59 -8.00  0.008
H61 -5.41 -0.51 -6.78  0.051
C28 3.98 7.30 4.68  -0.255
S4 4.34 5.68 3.99  0.809
O8 4.29 4.71 5.12  -0.518
C29 6.07 6.00 3.65  -0.256
H62 2.94 7.30 5.00  0.052
H63 4.63 7.49 5.53  0.059
H64 4.12 8.06 3.91  0.055
H65 6.58 6.28 4.57  0.061
H66 6.15 6.80 2.91  0.059
H67 6.51 5.09 3.24  0.044
C30 -1.82 1.50 9.94  -0.282
S5 -2.07 1.85 8.20  0.820
O9 -0.72 1.94 7.58  -0.548
C31 -2.65 3.54 8.43  -0.274
H68 -1.41 0.49 10.03  0.029
H69 -1.12 2.21 10.37  0.061
H70 -2.77 1.54 10.47  0.057
H71 -1.90 4.12 8.96  0.056
H72 -3.59 3.52 9.00  0.050
H73 -2.83 3.97 7.45  0.046
C32 0.24 -1.93 14.07  -0.274
S6 0.13 -0.46 13.05  0.801
O10 -1.26 -0.39 12.53  -0.557
C33 1.17 -1.07 11.72  -0.268
H74 -0.38 -1.78 14.95  0.048
H75 -0.12 -2.79 13.51  0.058
H76 1.28 -2.08 14.38  0.052
H77 0.75 -1.99 11.31  0.061
H78 2.18 -1.24 12.10  0.054
H79 1.20 -0.31 10.94  0.049
C34 -1.16 -10.08 -8.33  -0.263
S7 -0.94 -8.99 -6.92  0.793
O11 0.52 -8.93 -6.64  -0.540
C35 -1.68 -10.09 -5.72  -0.260
H80 -0.72 -9.60 -9.20  0.051
H81 -0.65 -11.03 -8.15  0.060
H82 -2.22 -10.24 -8.50  0.054
H83 -1.14 -11.04 -5.70  0.061
H84 -2.73 -10.26 -5.97  0.055
H85 -1.61 -9.62 -4.74  0.054
C36 -4.13 -3.89 -11.77  -0.271
S8 -5.47 -2.76 -11.37  0.824
O12 -5.12 -2.11 -10.08  -0.561
C37 -6.68 -4.03 -11.01  -0.270
H86 -3.24 -3.29 -11.98  0.051
H87 -3.93 -4.54 -10.92  0.057
H88 -4.40 -4.47 -12.64  0.053
H89 -6.32 -4.67 -10.21  0.058
H90 -6.88 -4.61 -11.91  0.053
H91 -7.60 -3.54 -10.69  0.051

The largest force on an atom comes out at 0.028 Eh/bohr. The value obtained for the LUMO energy is 0.04 eV. The highest occupied orbital energy is -7.74 eV. Its frontier orbital gap is 0.28592 Ha.



Here is 7 unconnected molecules or ions with the total composition C37H94N6O13 in a non-equilibrium geometry from OMol25. Energies are from wB97M-V/def2-TZVPD.

Last column: Löwdin charge in e.
Geometry (Å):
C1 -0.94 -0.70 0.66  -0.186
O1 -0.65 -1.81 -0.13  -0.167
H1 -0.01 -0.10 0.85  0.061
H2 -1.68 0.02 0.28  0.065
H3 -1.32 -1.01 1.63  0.067
H4 -0.38 -1.41 -1.05  0.068
C2 0.33 2.39 2.98  -0.089
O2 1.20 3.34 2.34  -0.225
C3 2.25 3.74 3.20  -0.246
C4 3.11 4.65 2.38  -0.248
N1 3.89 4.11 1.28  -0.050
C5 4.41 5.25 0.43  -0.159
C6 5.21 4.59 -0.75  -0.207
O3 5.77 5.62 -1.56  -0.201
C7 5.59 5.51 -2.93  -0.153
H5 0.76 1.37 2.96  0.072
H6 -0.66 2.46 2.50  0.079
H7 0.17 2.73 4.04  0.100
H8 2.75 2.82 3.63  0.136
H9 1.91 4.33 4.02  0.107
H10 3.81 5.15 3.04  0.116
H11 2.30 5.43 2.07  0.149
H12 3.32 3.60 0.60  0.082
H13 5.12 5.89 1.05  0.138
H14 3.58 5.77 -0.02  0.107
H15 4.45 3.93 -1.30  0.119
H16 6.05 3.91 -0.53  0.126
H17 5.95 6.43 -3.35  0.069
H18 4.52 5.58 -3.19  0.087
H19 6.06 4.65 -3.53  0.110
C8 4.08 0.77 -1.07  -0.098
O4 3.06 1.71 -1.21  -0.184
C9 1.96 1.26 -0.49  -0.238
C10 0.74 2.12 -0.92  -0.151
N2 0.55 2.24 -2.40  -0.013
C11 -0.64 3.00 -2.69  -0.228
C12 -1.05 2.99 -4.15  -0.172
O5 0.07 3.61 -4.85  -0.195
C13 -0.17 3.81 -6.23  -0.104
H20 4.89 1.02 -1.75  0.093
H21 3.82 -0.21 -1.49  0.069
H22 4.37 0.60 0.01  0.087
H23 1.99 1.41 0.62  0.115
H24 1.82 0.22 -0.62  0.082
H25 0.89 3.03 -0.35  0.108
H26 -0.09 1.67 -0.46  0.076
H27 1.35 2.62 -2.80  0.091
H28 -0.50 3.99 -2.28  0.119
H29 -1.47 2.59 -2.14  0.068
H30 -1.97 3.56 -4.36  0.122
H31 -1.25 1.94 -4.49  0.123
H32 -0.98 4.44 -6.36  0.059
H33 -0.26 2.86 -6.78  0.097
H34 0.65 4.35 -6.64  0.076
C14 -7.28 -0.49 -1.44  -0.122
O6 -7.23 0.36 -0.34  -0.171
C15 -6.49 -0.20 0.74  -0.240
C16 -6.51 0.70 1.94  -0.205
N3 -6.02 2.06 1.75  -0.043
C17 -4.59 2.14 1.86  -0.239
C18 -3.99 3.44 1.35  -0.222
O7 -4.35 3.64 -0.02  -0.213
C19 -3.38 4.40 -0.74  -0.104
H35 -7.79 -0.01 -2.25  0.087
H36 -7.82 -1.42 -1.18  0.097
H37 -6.35 -0.81 -1.78  0.043
H38 -5.46 -0.32 0.36  0.099
H39 -6.87 -1.20 1.02  0.132
H40 -5.96 0.12 2.70  0.117
H41 -7.55 0.69 2.23  0.115
H42 -6.42 2.51 0.90  0.131
H43 -4.08 1.27 1.32  0.115
H44 -4.29 2.05 2.93  0.129
H45 -2.92 3.37 1.41  0.089
H46 -4.31 4.34 1.94  0.143
H47 -3.66 4.51 -1.79  0.087
H48 -2.41 3.94 -0.52  0.064
H49 -3.37 5.51 -0.41  0.112
C20 -3.99 -2.43 2.52  -0.144
O8 -4.89 -3.02 1.61  -0.185
C21 -4.27 -3.09 0.28  -0.172
C22 -3.63 -4.44 -0.06  -0.214
N4 -2.52 -4.89 0.75  -0.042
C23 -2.10 -6.20 0.24  -0.211
C24 -2.88 -7.35 0.82  -0.246
O9 -2.33 -8.55 0.37  -0.173
C25 -3.20 -9.61 0.54  -0.132
H50 -3.03 -2.96 2.59  0.073
H51 -4.44 -2.45 3.54  0.092
H52 -3.78 -1.29 2.34  0.094
H53 -3.50 -2.32 0.18  0.090
H54 -4.98 -2.82 -0.47  0.099
H55 -3.36 -4.44 -1.11  0.118
H56 -4.34 -5.20 0.09  0.093
H57 -1.72 -4.27 0.57  0.099
H58 -1.08 -6.36 0.48  0.111
H59 -2.24 -6.26 -0.88  0.132
H60 -3.94 -7.31 0.43  0.125
H61 -2.89 -7.28 1.91  0.133
H62 -4.17 -9.36 0.21  0.063
H63 -3.29 -9.91 1.60  0.094
H64 -2.85 -10.50 0.03  0.090
C26 2.26 -4.41 -2.25  -0.099
O10 1.68 -3.33 -2.96  -0.193
C27 2.21 -2.13 -2.49  -0.256
C28 1.43 -1.05 -3.21  -0.169
N5 0.03 -0.97 -2.75  -0.042
C29 -0.98 -1.51 -3.66  -0.163
C30 -2.37 -1.11 -3.16  -0.187
O11 -2.39 0.27 -2.85  -0.210
C31 -3.38 0.67 -1.98  -0.119
H65 1.90 -4.43 -1.23  0.071
H66 3.36 -4.39 -2.27  0.089
H67 1.75 -5.31 -2.73  0.112
H68 3.22 -2.08 -2.87  0.115
H69 2.09 -2.05 -1.39  0.122
H70 1.48 -1.22 -4.30  0.137
H71 1.86 -0.10 -3.06  0.080
H72 -0.15 0.05 -2.75  0.089
H73 -1.08 -2.57 -3.61  0.116
H74 -0.84 -1.21 -4.66  0.104
H75 -2.56 -1.65 -2.23  0.103
H76 -3.16 -1.32 -3.84  0.117
H77 -3.02 1.43 -1.30  0.054
H78 -3.75 -0.20 -1.34  0.087
H79 -4.27 1.14 -2.54  0.120
C32 1.61 -3.48 2.49  -0.101
O12 2.02 -2.39 3.29  -0.181
C33 2.79 -1.51 2.51  -0.240
C34 4.27 -1.66 2.88  -0.177
N6 5.17 -0.80 2.09  -0.058
C35 5.53 0.56 2.49  -0.204
C36 6.15 0.66 3.87  -0.236
O13 7.20 -0.28 3.92  -0.194
C37 7.91 -0.26 5.12  -0.134
H80 1.23 -4.35 3.08  0.108
H81 2.42 -3.74 1.81  0.076
H82 0.86 -3.11 1.81  0.061
H83 2.46 -0.44 2.73  0.127
H84 2.75 -1.75 1.46  0.098
H85 4.47 -2.68 2.55  0.123
H86 4.40 -1.53 3.93  0.102
H87 6.00 -1.34 1.89  0.101
H88 4.67 1.25 2.42  0.103
H89 6.25 0.96 1.73  0.130
H90 5.41 0.46 4.62  0.109
H91 6.59 1.62 4.03  0.115
H92 7.22 -0.41 5.99  0.096
H93 8.50 0.66 5.26  0.086
H94 8.61 -1.13 5.18  0.097

The largest force on an atom comes out at 0.060 Eh/bohr. Its SMILES is COCCNCCOC.COCCNCCOC.COCCNCCOC.COCCNCCOC.COCCNCCOC.COCCNCCOC.CO. The value obtained for the LUMO energy is 0.67 eV. The highest occupied orbital energy is -8.52 eV. The relative energy (zero: lowest compared OMol25 entry of this formula, charge and spin) is 0.879 eV. Its frontier orbital gap is 0.33768 Ha.